Entry 1:
{
  "formula": "C6H10Cl2O3P2",
  "method": "the ωB97M-V functional and the def2-TZVPD basis",
  "mol_weight_da": 263.0,
  "lumo_ev": [0.199, 0.381],
  "orbital_gap_ev": [7.76, 7.58],
  "energy_ha": -2063.212213,
  "symbols": ["Cl", "Cl", "P", "P", "O", "O", "O", "C", "C", "C", "C", "C", "C", "H", "H", "H", "H", "H", "H", "H", "H", "H", "H"],
  "positions_angstrom": [[-4.27367, -1.32865, 2.00189], [3.93086, -1.84271, -1.01666], [0.33550, 2.83579, 0.13482], [1.27495, 1.02960, 0.85219], [-2.14064, -0.46111, 0.75247], [1.72110, -1.82221, 0.21562], [1.91792, -0.12685, -1.38916], [0.53969, 0.14197, -1.52735], [-1.29606, 0.34276, 0.15835], [-3.37228, -0.21323, 1.17757], [0.32862, -1.52937, 0.39902], [2.17767, -1.42781, -1.04025], [0.06965, -0.10596, -0.07644], [1.68162, -2.05944, -1.91567], [0.29932, -0.44282, -2.36708], [-0.33360, -2.24991, -0.24353], [-1.56287, 1.35050, -0.32945], [0.18810, -1.71181, 1.39785], [0.02590, 3.25296, 1.35084], [0.40481, 0.84185, 2.07033], [-3.72081, 0.80375, 1.18293], [1.53798, 3.54594, 0.00692], [0.26621, 1.17677, -1.79519]],
  "forces_ev_per_a": [[-0.2, -1.1, 0.5], [-0.8, 0.7, -0.2], [0.3, 0.2, -2.0], [-0.6, -0.8, 2.2], [-0.7, -1.1, 0.9], [-0.2, 0.3, -0.6], [2.5, 1.4, -0.4], [0.2, -0.2, 1.5], [-0.3, 2.1, -1.6], [0.6, 1.7, -1.0], [0.0, -0.8, -4.1], [-0.9, -2.3, -1.8], [-0.7, -0.2, -0.3], [0.9, 0.6, 1.8], [-1.6, -1.3, -0.8], [1.1, 1.0, 1.1], [-0.4, -1.8, 1.1], [-0.8, -0.2, 2.4], [-0.5, 1.1, 2.1], [0.9, 0.5, -1.0], [0.0, 0.2, -0.1], [0.1, 0.3, 0.1], [0.9, -0.2, 0.0]],
  "mulliken_charge": [-0.1473, -0.1981, -0.1215, 0.0101, -0.2340, -0.3539, -0.3348, -0.7800, -1.0563, -0.1562, -0.9387, 0.0738, 1.5525, 0.2980, 0.3804, 0.2900, 0.3647, 0.4895, 0.0660, 0.0437, 0.3515, 0.0808, 0.3199]
}

=====

Entry 2:
{
  "formula": "C3H2FO2",
  "method": "the ωB97M-V functional and the def2-TZVPD basis",
  "mol_weight_da": 89.0,
  "lumo_ev": [4.405, 3.039],
  "orbital_gap_ev": [7.13, 6.07],
  "total_charge": -1,
  "energy_ha": -365.642944,
  "multiplicity": 3,
  "symbols": ["F", "O", "O", "C", "C", "C", "H", "H"],
  "positions_angstrom": [[-1.41474, -1.64985, 0.43191], [-1.97205, 1.66735, 0.37401], [-1.14452, 0.10513, -1.16493], [-0.63845, -0.51107, 0.15382], [-1.42216, 0.67049, -0.00446], [2.25815, -0.51364, -0.09702], [2.25486, -0.18947, 0.96700], [2.07890, 0.42106, -0.66033]],
  "forces_ev_per_a": [[-0.5, 0.1, 0.0], [-0.4, 0.5, 0.0], [-0.5, 0.6, -0.9], [1.3, -0.7, 0.9], [0.0, -0.6, 0.1], [-0.4, 2.8, 1.3], [0.3, -1.6, -0.3], [0.2, -1.2, -1.0]],
  "mulliken_spin": [0.0127, 0.0045, 0.0129, 0.0059, 0.0580, 1.7912, 0.0569, 0.0579]
}